C21H24N2O4S2 in the gas phase. Source: the OMol25 dataset; level of theory: ωB97M-V/def2-TZVPD.

Computed properties:
- 2S+1 = 1
- energy above the lowest of the compared OMol25 structures with the same formula, charge and spin (kcal/mol) = 145.1
- SMILES string = C=CCC1=C(CCCSC(=S)n2ccnc2)C(=O)C(CCOC(=O)CC)=CC1=O
- orbital gap (eV) = 7.842

Structure (XYZ):
```
53
Properties=species:S:1:pos:R:3:lowdin_charge:R:1
C 6.6548 -0.3038 0.5004 -0.0075
C 5.4233 -0.2573 -0.0799 -0.1715
C 4.1122 0.1871 0.6705 -0.1121
C 3.0110 -0.8832 0.3636 -0.0814
C 2.4260 -0.8948 -0.8734 -0.0976
C 2.7298 0.0736 -2.0587 -0.1055
C 1.9383 1.4406 -1.7385 -0.2537
C 0.5176 1.5097 -2.4344 -0.4567
S -0.8544 1.6933 -1.2146 0.8659
C -0.6170 3.2261 -0.3012 -1.0143
S 0.4992 4.3795 -0.7296 0.7078
N -1.3981 3.5141 0.8936 -0.1902
C -2.4595 4.4369 0.9422 -0.0735
C -2.9751 4.4157 2.3108 -0.1067
N -2.1693 3.4917 3.0274 0.0148
C -1.2538 2.9736 2.1874 -0.1559
C 1.3154 -1.9899 -1.0917 -0.2616
O 1.2041 -2.6489 -2.0996 0.1113
C 0.3682 -2.1956 0.1577 -0.1168
C -1.1532 -2.3690 -0.1454 -0.0956
C -1.8724 -3.5298 0.6571 -0.1335
O -3.1297 -3.0136 1.1691 -0.0552
C -4.0138 -2.6783 0.1401 -0.4488
O -4.5962 -3.5595 -0.4495 0.1176
C -4.3273 -1.2023 -0.3060 -0.1473
C -5.7719 -0.7001 0.1140 -0.0871
C 0.9467 -2.1737 1.3907 0.0646
C 2.5024 -1.9321 1.4260 -0.2870
O 3.2435 -2.5251 2.1725 0.1075
H 7.5371 -0.4272 -0.1833 0.0652
H 6.7473 -0.2783 1.6139 0.0690
H 5.3539 -0.6013 -1.1413 0.0956
H 4.2934 0.3506 1.7693 0.1257
H 3.7897 1.1911 0.2623 0.1130
H 3.8110 0.2760 -2.2393 0.1020
H 2.2018 -0.3557 -2.9603 0.1106
H 1.7559 1.4444 -0.6229 0.0796
H 2.5719 2.3481 -1.9438 0.1049
H 0.3140 0.6460 -3.1288 0.0925
H 0.4898 2.4363 -3.0844 0.0766
H -2.8391 5.0609 0.0967 0.1201
H -3.8258 4.9951 2.7322 0.0970
H -0.5185 2.2016 2.5106 0.1329
H -1.6278 -1.3553 0.0117 0.1032
H -1.2484 -2.5878 -1.2506 0.1283
H -2.1494 -4.3194 -0.1050 0.1328
H -1.2456 -4.0054 1.4497 0.1306
H -3.5904 -0.4561 0.1153 0.0936
H -4.1554 -1.1762 -1.4215 0.1266
H -5.6619 0.3543 0.5054 0.0760
H -6.3936 -0.6274 -0.8172 0.0781
H -6.2384 -1.3183 0.9191 0.0837
H 0.3281 -2.2811 2.3114 0.1324
```